1.
This record from OMol25 describes C38H41AsNO4PS6Ti as an isolated structure in a non-equilibrium geometry. The level of theory is wB97M-V/def2-TZVPD.

Positions of all 93 atoms, in Å:
Ti1 0.63225 -1.29635 0.33000
O1 4.23341 -0.08628 1.79473
C1 3.30788 -0.64205 1.22229
O2 2.07706 -0.19903 1.16156
C2 3.44131 -1.90868 0.44751
C3 4.57183 -2.66233 0.26730
C4 4.51569 -3.86332 -0.45383
C5 3.26734 -4.28380 -0.91020
C6 2.14675 -3.50960 -0.70900
N1 2.22889 -2.28360 -0.08499
C7 0.73948 -3.86011 -0.99290
O3 0.36323 -4.87737 -1.55260
O4 -0.05232 -2.90053 -0.54924
H1 5.49404 -2.30654 0.71126
H2 5.39992 -4.46805 -0.60226
H3 3.13649 -5.23561 -1.41171
S1 0.50217 -2.58302 2.51456
C8 0.59427 -1.42056 3.82885
C9 1.28254 -1.74338 5.00626
C10 1.34889 -0.85637 6.06661
C11 0.73205 0.38701 5.98847
C12 0.04613 0.72540 4.82965
C13 -0.03160 -0.16462 3.76785
As1 -0.88223 0.22777 2.06425
C14 -2.67597 -0.47478 2.37588
C15 -3.74524 -0.00644 1.61576
C16 -5.00086 -0.58540 1.73575
C17 -5.19731 -1.64898 2.60620
C18 -4.13535 -2.11813 3.36541
C19 -2.87987 -1.53467 3.25320
C20 -1.19613 2.14352 2.30492
C21 -0.15755 2.98862 1.92363
C22 -0.26087 4.36234 2.08955
C23 -1.41361 4.90911 2.63677
C24 -2.45176 4.07398 3.02617
C25 -2.34223 2.69812 2.86541
H4 1.78168 -2.70323 5.06013
H5 1.90202 -1.13354 6.95766
H6 0.79195 1.08766 6.81287
H7 -0.43179 1.69605 4.75805
H8 -3.59821 0.79225 0.89828
H9 -5.81787 -0.22169 1.12325
H10 -6.16997 -2.12122 2.67696
H11 -4.27319 -2.95858 4.03520
H12 -2.05090 -1.92431 3.82952
H13 0.74594 2.56374 1.50078
H14 0.55804 5.00360 1.78556
H15 -1.50243 5.98225 2.75958
H16 -3.35247 4.49345 3.45933
H17 -3.15594 2.05594 3.17848
C26 1.23200 2.80031 -3.56667
C27 0.50350 1.82927 -2.63200
C28 -0.16166 2.64771 -1.52232
P1 1.43169 0.37143 -1.91490
C29 1.59717 -0.83047 -3.33701
C30 1.93047 -0.32328 -4.74404
C31 0.34122 -1.69733 -3.47121
C32 3.16771 0.92679 -1.54574
C33 4.18925 1.16929 -2.65763
C34 3.15384 2.11465 -0.58073
H18 0.50457 3.49221 -4.00554
H19 1.76374 2.32060 -4.38070
H20 1.94878 3.40510 -3.00754
H21 -0.29923 1.32907 -3.18769
H22 0.57735 3.25181 -0.99117
H23 -0.67678 2.01914 -0.79796
H24 -0.90249 3.33084 -1.95066
H25 2.41067 -1.48074 -2.98747
H26 1.08281 0.23013 -5.15320
H27 2.08775 -1.18561 -5.40010
H28 2.81090 0.30643 -4.80832
H29 -0.47879 -1.11744 -3.90530
H30 -0.01584 -2.08981 -2.52326
H31 0.55063 -2.53841 -4.13811
H32 3.54830 0.06498 -0.99004
H33 3.89122 1.96044 -3.34547
H34 4.39051 0.26645 -3.23224
H35 5.13519 1.47259 -2.19701
H36 2.97022 3.05071 -1.11546
H37 4.11890 2.18933 -0.07519
H38 2.39987 1.98979 0.19465
C35 -3.84937 1.29248 -3.48785
S2 -4.83288 0.94583 -2.01094
C36 -4.43836 -0.73687 -1.74528
C37 -3.21660 -1.21825 -1.38196
S3 -1.79598 -0.28881 -1.12272
S4 -3.17164 -2.96688 -1.19529
C38 -4.82424 -3.30447 -1.54469
S5 -5.47236 -4.83606 -1.61226
S6 -5.70825 -1.90584 -1.98141
H39 -3.94382 2.35896 -3.69605
H40 -4.20965 0.71947 -4.34096
H41 -2.80585 1.05585 -3.27929

Highest occupied orbital energy (alpha / beta) in eV: -0.4 / -0.4
Charge: -2

The molecule's Mulliken atomic charges, reported in e, are given here: Ti 0.74; O -0.85; C 0.79; O 0.10; C -0.23; C -0.75; C -1.03; C -0.53; C -0.43; N 1.37; C 0.48; O -0.82; O -0.20; H 0.54; H 0.38; H 0.54; S -0.81; C 0.88; C -0.82; C -0.64; C -0.81; C -0.45; C -0.20; As 1.20; C 0.38; C -0.18; C -0.85; C -0.61; C -0.73; C -0.54; C -0.46; C -0.05; C -0.62; C -0.57; C -0.68; C -0.30; H 0.43; H 0.33; H 0.36; H 0.36; H 0.53; H 0.41; H 0.36; H 0.40; H 0.29; H 0.36; H 0.42; H 0.35; H 0.40; H 0.39; C -1.79; C 1.40; C -1.17; P 0.90; C 0.80; C -1.97; C -1.09; C 1.57; C -1.92; C -1.61; H 0.46; H 0.31; H 0.26; H 0.21; H 0.27; H -0.16; H 0.55; H 0.41; H 0.30; H 0.49; H 0.34; H 0.27; H -0.38; H 0.47; H -0.55; H 0.24; H 0.37; H 0.50; H 0.36; H 0.44; H -0.09; C -0.08; S -0.14; C 0.04; C -0.58; S 0.16; S 0.14; C 0.10; S -0.33; S -0.29; H 0.35; H 0.29; H -0.48



2.
This record from OMol25 describes C49H43CaN8O2P2SbSe2 as an isolated structure in a non-equilibrium geometry. The level of theory is wB97M-V/def2-TZVPD.

Positions of all 108 atoms, in Å:
Ca1 -0.52276 -0.87356 -2.35352
C1 -3.39460 -3.52347 -1.34506
C2 -2.52498 -4.14125 -2.41842
C3 -2.75671 -5.37892 -3.07120
C4 -1.94298 -5.77140 -4.14595
C5 -0.80816 -5.01008 -4.42554
C6 -0.53405 -3.93076 -3.57357
N1 -1.37161 -3.46493 -2.64307
Sb1 1.39307 -2.98189 -4.08239
C7 2.53825 -2.86130 -2.24095
C8 3.91707 -3.13331 -2.21700
C9 4.46682 -3.77168 -1.11092
C10 3.64959 -4.22158 -0.08819
C11 2.29154 -3.78136 -0.08990
C12 1.35767 -4.03993 1.02990
N2 1.75109 -3.16344 -1.14556
C13 1.45704 -0.88944 -4.77016
C14 1.67644 -0.67711 -6.13976
C15 2.38395 0.47433 -6.48358
C16 2.65879 1.39439 -5.48908
C17 2.28672 1.17006 -4.17752
C18 2.54948 2.18295 -3.10529
N3 1.66469 0.03144 -3.84136
H1 -4.43762 -3.82524 -1.55912
H2 -3.36918 -2.46996 -1.49762
H3 -3.19211 -3.79364 -0.28420
H4 -3.59363 -5.98959 -2.74806
H5 -2.20687 -6.60179 -4.77432
H6 -0.13465 -5.32938 -5.25224
H7 4.59367 -2.83207 -3.02969
H8 5.53126 -3.93101 -1.10799
H9 3.97704 -4.84506 0.69830
H10 1.15310 -5.13616 1.13377
H11 0.40046 -3.53133 0.75700
H12 1.73783 -3.69064 1.98101
H13 1.29776 -1.38553 -6.87569
H14 2.56095 0.69611 -7.54838
H15 3.21076 2.33191 -5.65919
H16 3.53999 2.71793 -3.21227
H17 2.42767 1.70498 -2.13162
H18 1.76400 2.97476 -3.12450
Se1 2.54383 4.21056 1.56324
P1 1.73278 2.57964 2.71561
C19 3.15046 1.77437 3.66192
C20 3.94163 0.84838 3.00754
C21 5.17174 0.48053 3.53100
C22 5.69164 1.10936 4.66464
C23 4.88553 2.05672 5.28102
C24 3.64253 2.42592 4.78844
C25 0.70749 3.24216 4.07944
C26 0.50058 2.53110 5.25338
C27 -0.16629 3.16304 6.30606
C28 -0.42809 4.50980 6.24955
C29 -0.15692 5.22401 5.10032
C30 0.34992 4.57768 3.97840
C31 0.96132 1.56049 1.45849
C32 -0.20459 0.88937 1.45661
N4 -0.24711 0.12172 0.27880
N5 0.83860 0.40128 -0.42422
N6 1.65518 1.29127 0.25719
P2 -1.66725 1.05788 2.50561
Se2 -2.76343 -0.29819 1.23447
C33 -1.53725 0.16050 4.04674
C34 -2.61208 0.09243 4.85907
C35 -2.76005 -0.90052 5.81898
C36 -1.73779 -1.83415 5.96692
C37 -0.56149 -1.67290 5.20498
C38 -0.50781 -0.77493 4.17742
C39 -2.28952 2.76696 2.41156
C40 -1.71779 3.62261 1.44300
C41 -2.27292 4.86688 1.17875
C42 -3.49902 5.20259 1.70384
C43 -4.09327 4.40373 2.66036
C44 -3.51692 3.15135 2.97887
H19 3.63385 0.34626 2.06708
H20 5.66718 -0.28683 3.03438
H21 6.68630 0.86216 5.03405
H22 5.17553 2.57975 6.19895
H23 3.12657 3.28683 5.19265
H24 0.86621 1.48366 5.30756
H25 -0.32813 2.64493 7.25369
H26 -0.83651 5.06755 7.12312
H27 -0.39729 6.27518 5.11724
H28 0.43950 5.07583 3.03250
H29 -3.44270 0.78151 4.65534
H30 -3.73483 -0.99373 6.31099
H31 -1.78555 -2.59640 6.75512
H32 0.26055 -2.35962 5.37159
H33 0.34712 -0.72519 3.52472
H34 -0.77971 3.32931 0.90126
H35 -1.81162 5.42152 0.38869
H36 -4.01155 6.14350 1.43463
H37 -5.00558 4.69958 3.14966
H38 -3.99394 2.49922 3.66433
C45 -2.89268 -0.87810 -7.93557
N7 -2.80082 -0.67714 -6.46447
C46 -3.81606 -0.00456 -5.81278
C47 -3.80357 0.25683 -4.46924
C48 -2.59309 -0.13975 -3.77330
O1 -2.42739 0.17988 -2.52986
N8 -1.62036 -0.82983 -4.41751
C49 -1.77665 -1.27708 -5.69783
O2 -1.00034 -2.13792 -6.15318
H39 -3.16017 0.08720 -8.42073
H40 -3.65165 -1.65547 -8.24378
H41 -1.91823 -1.21144 -8.32352
H42 -4.47061 0.43431 -6.52333
H43 -4.62427 0.77435 -3.98754

Highest occupied orbital energy in eV: -6.3

Results of the Mulliken charge analysis, in e, for atoms 1 through 99: Ca 1.27; C -1.09; C 0.30; C -0.72; C -0.57; C -0.69; C 0.07; N 0.50; Sb 0.58; C 0.24; C -0.55; C -0.44; C -0.90; C 0.56; C -1.22; N 0.07; C 0.20; C -0.65; C -0.69; C -0.58; C 0.68; C -1.20; N 0.17; H 0.41; H 0.16; H 0.21; H 0.46; H 0.45; H 0.33; H 0.41; H 0.43; H 0.52; H 0.30; H 0.23; H 0.37; H 0.48; H 0.37; H 0.41; H 0.40; H 0.06; H 0.24; Se -0.44; P 0.37; C 0.89; C -0.39; C -0.63; C -0.65; C -0.48; C -0.48; C 0.90; C 0.01; C -1.10; C -0.44; C -0.99; C -0.44; C 0.17; C -0.85; N 0.19; N -0.11; N -0.82; P 0.17; Se -0.54; C 1.07; C -0.21; C -0.76; C -0.56; C -0.68; C -0.49; C 1.39; C -0.16; C -0.95; C -0.51; C -0.74; C -0.57; H 0.35; H 0.54; H 0.36; H 0.35; H 0.34; H 0.48; H 0.42; H 0.34; H 0.39; H 0.25; H 0.13; H 0.39; H 0.36; H 0.43; H 0.62; H 0.24; H 0.50; H 0.35; H 0.43; H 0.42; C -0.99; N 0.21; C -0.05; C -1.22; C 0.98



3.
This record from OMol25 describes a 2-piece molecular cluster, C4H11NO2 overall in a non-equilibrium geometry. The level of theory is wB97M-V/def2-TZVPD.

Positions of all 18 atoms, in Å:
C1 -1.21898 0.13324 1.66853
N1 -0.48676 -0.17584 0.58267
C2 -0.77713 -1.41807 -0.12691
C3 -0.13698 -2.65394 0.57259
C4 0.75422 0.59201 0.31883
O1 -1.00772 1.01308 2.47700
H1 -2.05658 -0.55573 1.86042
H2 -1.85895 -1.55352 -0.14237
H3 -0.32928 -1.31226 -1.11247
H4 0.71867 -3.00319 -0.01418
H5 -0.78449 -3.48475 0.83063
H6 0.34867 -2.31606 1.49200
H7 0.65541 0.91475 -0.70692
H8 1.62779 -0.00584 0.54719
H9 0.59667 1.47992 0.92644
H10 0.54606 4.11850 -3.09800
H11 2.00575 4.19847 -3.41203
O2 1.40361 4.02921 -2.66345

Highest occupied orbital energy in eV: -9.2
SMILES: CCN(C)C=O.O

The molecule's Mulliken atomic charges, reported in e, are given here: C 0.13; N -0.02; C -0.52; C -0.95; C -1.00; O -0.58; H 0.32; H 0.37; H 0.31; H 0.30; H 0.32; H 0.30; H 0.37; H 0.29; H 0.34; H 0.32; H 0.32; O -0.64



4.
This record from OMol25 describes C37H43AsBr2NOTeTi as an isolated structure in a non-equilibrium geometry. The level of theory is wB97M-V/def2-TZVPD.

Positions of all 87 atoms, in Å:
Ti1 -0.48737 -0.14159 -0.21058
C1 -2.61555 1.83013 0.76836
C2 -1.91014 1.84712 -0.40147
C3 -2.18069 0.59415 -1.13076
C4 -3.04631 -0.18915 -0.22675
C5 -3.30266 0.54976 0.88947
C6 -4.28182 0.20384 1.96405
C7 -3.61853 -1.52898 -0.55923
C8 -2.57754 0.68676 -2.59037
C9 -1.17394 3.04736 -0.92234
C10 -2.87872 3.02318 1.63521
H1 -5.22234 0.73764 1.79174
H2 -3.93237 0.48222 2.96044
H3 -4.50794 -0.86263 1.96393
H4 -4.69124 -1.45164 -0.75482
H5 -3.47840 -2.23794 0.25674
H6 -3.14122 -1.95103 -1.43934
H7 -3.55259 1.17748 -2.66789
H8 -2.66070 -0.29850 -3.04777
H9 -1.86170 1.26167 -3.16662
H10 -1.87073 3.75546 -1.38665
H11 -0.43465 2.77661 -1.66206
H12 -0.66198 3.57797 -0.11750
H13 -3.73211 2.84954 2.29060
H14 -3.10757 3.88453 1.00457
H15 -2.03876 3.31040 2.26200
Br1 -1.60696 -4.84359 -0.58431
C11 0.09885 -4.15327 -0.21708
C12 1.19338 -5.03896 -0.09161
C13 2.44000 -4.56376 0.17416
Br2 3.86236 -5.78457 0.36284
C14 2.67293 -3.16964 0.30259
C15 3.93137 -2.56176 0.50815
C16 4.02403 -1.20178 0.57132
C17 2.86096 -0.42814 0.44590
N1 1.67197 -0.95370 0.26507
C18 1.56573 -2.31441 0.18154
C19 0.26422 -2.81153 -0.06112
O1 -0.74502 -1.90621 -0.14586
H16 1.02903 -6.10084 -0.21286
H17 4.81106 -3.18388 0.60650
H18 4.97754 -0.71268 0.71823
H19 2.90954 0.65343 0.47671
C20 -1.71869 0.25042 -8.11431
C21 -1.07995 0.25114 -6.74905
C22 -0.35469 1.34498 -6.29304
C23 0.24753 1.35881 -5.03898
C24 1.03023 2.58457 -4.63013
C25 0.10526 0.23307 -4.21074
Te1 1.13161 0.18096 -2.35379
C26 -0.60906 -0.89010 -4.64843
C27 -0.82256 -2.14891 -3.83754
C28 -1.18949 -0.85104 -5.91427
H20 -1.66858 1.23619 -8.57615
H21 -2.76721 -0.04790 -8.05622
H22 -1.21514 -0.45788 -8.77701
H23 -0.24549 2.21547 -6.93492
H24 0.98351 3.34727 -5.40697
H25 2.08116 2.34529 -4.45433
H26 0.64140 3.01742 -3.70911
H27 -0.32200 -2.11968 -2.87574
H28 -0.45094 -3.01914 -4.38313
H29 -1.88918 -2.31352 -3.65927
H30 -1.74602 -1.72248 -6.25518
C29 1.59777 -0.44149 3.27048
As1 0.03564 0.36066 2.43281
C30 -1.24975 -0.80032 3.33020
C31 0.12048 2.04160 3.45055
C32 -0.51495 2.02469 4.80989
C33 -1.89659 1.92825 4.97242
C34 -2.46842 1.96525 6.23455
C35 -1.66334 2.09952 7.36005
C36 -0.28753 2.19793 7.21175
C37 0.28155 2.15890 5.94471
H31 1.39968 -0.47587 4.33995
H32 2.48796 0.15535 3.08970
H33 1.76097 -1.45082 2.90086
H34 -1.44678 -0.44378 4.33774
H35 -0.79219 -1.78688 3.38385
H36 -2.17411 -0.87426 2.77191
H37 -0.26377 2.84182 2.82956
H38 1.19068 2.20577 3.54236
H39 -2.53083 1.82949 4.09878
H40 -3.54440 1.89200 6.34168
H41 -2.10808 2.13055 8.34726
H42 0.34644 2.31335 8.08290
H43 1.35784 2.24609 5.83530

Highest occupied orbital energy in eV: -10.1
Charge: +1

The molecule's Mulliken atomic charges, reported in e, are given here: Ti -0.45; C 0.56; C 0.95; C 2.74; C -0.01; C 0.18; C -1.47; C -1.92; C -1.72; C -1.55; C -1.82; H 0.38; H 0.33; H 0.46; H 0.41; H 0.47; H -0.03; H 0.38; H 0.38; H 0.31; H 0.43; H -0.08; H 0.44; H 0.46; H 0.50; H 0.17; Br -0.13; C 0.18; C -0.25; C -0.08; Br -0.18; C 1.09; C -0.99; C -1.21; C -0.87; N 0.89; C 0.32; C -0.65; O 0.15; H 0.46; H 0.39; H 0.50; H 0.70; C -1.52; C 0.57; C -0.92; C 1.02; C -1.54; C -0.13; Te 0.21; C 0.79; C -1.14; C -0.89; H 0.36; H 0.36; H 0.33; H 0.30; H 0.41; H 0.31; H 0.19; H -0.46; H 0.58; H 0.36; H 0.44; C -1.55; As 0.97; C -1.25; C -1.45; C 0.28; C 0.51; C -0.80; C -0.49; C -0.66; C -0.62; H 0.60; H 0.40; H 0.37; H 0.55; H 0.47; H 0.13; H 0.65; H 0.65; H 0.18; H 0.43; H 0.39; H 0.39; H 0.38



no.,E_tot (eV)
1,-208012.268
2,-241773.527
3,-9911.122
4,-273932.896